[1]
The following is a DFT calculation (ωB97M-V/def2-TZVPD) of the molecule C8H9BN2O2.

Computed properties:
Structure (SMILES) ... CC1=CC=C2N=NC=C2[C@@H]1B(O)O
ΔE to the lowest compared entry with this formula, charge and spin ... 69.8 kcal per mole
E ... -595.0886 a.u.
LUMO (spin up / spin down) ... -0.0273 / -0.0272 Eh

Each line ends with the natural charge from an NBO analysis.
CARTESIAN COORDINATES (ANGSTROEM)
N  -2.96  -1.26  -1.27  -0.201
H  -1.18  3.36  -0.10  0.487
C  1.12  -0.37  0.62  0.231
C  -1.25  -0.49  0.01  -0.063
N  -1.94  -1.94  -1.72  -0.217
C  1.47  -1.24  -0.40  -0.317
H  0.57  -2.97  -1.54  0.235
H  -0.44  0.51  1.84  0.263
H  0.39  2.09  -1.84  0.492
O  -1.10  2.62  0.40  -0.871
C  2.11  0.27  1.54  -0.648
H  1.74  0.01  2.54  0.229
H  -3.19  0.36  0.18  0.201
C  -0.25  0.24  0.80  -0.618
H  3.06  -0.13  1.38  0.222
B  -0.15  1.68  0.01  1.149
C  -0.86  -1.53  -0.93  0.006
C  -2.58  -0.44  -0.26  -0.108
O  0.56  1.54  -1.16  -0.876
H  2.42  -1.70  -0.31  0.214
C  0.43  -1.98  -1.04  -0.026
H  2.02  1.36  1.26  0.220

***

[2]
The following is a DFT calculation (ωB97M-V/def2-TZVPD) of the molecule CH8BN3.

Computed properties:
Structure (SMILES) ... CNB(N)N
ΔE to the lowest compared entry with this formula, charge and spin ... 16.7 kcal per mole
E ... -232.0792 a.u.
LUMO ... 0.0241 Eh

Each line ends with the natural charge from an NBO analysis.
CARTESIAN COORDINATES (ANGSTROEM)
H  -2.77  -0.57  -0.25  0.217
H  1.44  1.73  -0.79  0.378
H  2.17  -1.66  -0.27  0.371
C  -1.86  0.00  0.05  -0.419
H  -1.81  0.17  1.17  0.202
B  0.79  -0.09  -0.03  0.928
H  -1.62  0.95  -0.41  0.198
H  2.79  -0.02  -0.14  0.377
H  0.01  1.87  0.07  0.361
N  -0.39  -0.81  -0.06  -0.866
N  0.95  1.32  -0.07  -1.077
N  2.07  -0.71  0.16  -1.058
H  -0.48  -1.78  0.11  0.387

***

[3]
The following is a DFT calculation (ωB97M-V/def2-TZVPD) of the molecule C3H7N.

Computed properties:
Structure (SMILES) ... [H]/N=C/CC
ΔE to the lowest compared entry with this formula, charge and spin ... 21.2 kcal per mole
E ... -173.2083 a.u.
LUMO ... 0.0430 Eh

Each line ends with the natural charge from an NBO analysis.
CARTESIAN COORDINATES (ANGSTROEM)
H  -2.11  -0.41  0.58  0.212
C  1.12  0.29  -0.25  0.149
H  -1.00  -1.40  -0.12  0.208
H  -0.20  0.23  1.49  0.217
C  -0.31  0.54  0.45  -0.452
N  2.01  -0.24  0.43  -0.608
H  -0.40  1.56  0.19  0.207
H  -1.70  -0.06  -1.14  0.200
H  1.07  0.44  -1.28  0.141
H  2.86  -0.51  -0.23  0.327
C  -1.34  -0.43  -0.12  -0.601

***

[4]
The following is a DFT calculation (ωB97M-V/def2-TZVPD) of the ion C2H4NO2 with charge +1.

Computed properties:
ΔE to the lowest compared entry with this formula, charge and spin ... 200.2 kcal per mole
E ... -283.2372 a.u.
Net charge ... +1
LUMO (spin up / spin down) ... -0.3126 / -0.3128 Eh

Each line ends with the natural charge from an NBO analysis.
CARTESIAN COORDINATES (ANGSTROEM)
C  -0.76  -0.70  -0.07  -0.078
N  1.52  -0.22  0.54  0.366
C  -0.61  0.74  0.05  -0.072
O  2.79  0.11  -0.27  -0.091
H  -0.95  1.41  -0.74  0.272
H  -0.78  -1.33  0.81  0.268
H  -1.21  -1.13  -0.96  0.271
O  0.51  -0.08  -0.39  -0.202
H  -0.51  1.20  1.03  0.266

***

[5]
The following is a DFT calculation (ωB97M-V/def2-TZVPD) of a structure of composition C20H19AsN7O5PRuS4.

Computed properties:
Spin multiplicity ... 6
E ... -5797.7894 a.u.
Net charge ... -1
LUMO (spin up / spin down) ... 0.0462 / 0.0248 Eh

Each line ends with the Löwdin charge.
CARTESIAN COORDINATES (ANGSTROEM)
C  0.46  -4.70  0.10  -0.041
H  2.22  -0.93  4.09  0.085
C  1.89  2.50  -2.89  -0.170
H  1.84  6.17  -1.69  0.095
O  4.03  6.65  -2.46  -0.111
H  -0.08  2.33  -1.99  0.079
C  -2.04  -0.81  1.70  -0.478
H  -4.47  -1.06  4.00  0.091
C  0.48  -0.81  -2.68  -0.595
C  2.97  3.32  -3.17  0.058
C  0.75  4.31  -1.78  -0.102
H  -0.86  -4.67  3.05  0.085
C  0.76  2.98  -2.19  -0.085
C  1.99  1.08  -3.31  -0.388
C  0.63  -0.30  1.75  -0.476
H  -3.82  0.84  -0.36  0.065
N  0.68  0.15  0.51  0.041
S  -2.34  0.18  -2.85  0.101
C  2.25  1.18  1.70  -0.034
C  1.68  1.07  0.46  -0.080
H  1.91  1.61  -0.44  0.092
S  -2.84  -2.69  -1.29  0.029
H  -0.11  4.70  -1.26  0.095
H  -3.24  -2.30  3.78  0.084
H  2.62  0.78  4.24  0.090
H  0.71  -5.74  0.04  0.121
C  -3.43  -1.23  3.76  -0.033
S  -4.66  -2.13  -4.42  0.028
N  0.13  -4.11  1.29  -0.127
O  5.08  4.99  -3.51  -0.103
H  0.33  -5.82  2.43  0.090
N  -3.18  -0.70  2.43  -0.125
C  -0.14  -2.80  1.04  -0.466
H  3.83  2.96  -3.70  0.118
H  0.96  0.25  4.51  0.083
H  -2.80  -0.74  4.49  0.086
O  0.67  -1.60  -3.56  0.055
H  0.53  -3.78  -1.92  0.113
N  -2.19  -0.20  0.54  -0.074
C  2.96  4.65  -2.71  -0.185
O  2.60  0.63  -4.22  0.163
P  -0.51  -1.57  2.33  1.160
H  3.06  1.79  2.07  0.123
H  0.87  -4.34  3.25  0.086
H  -5.07  0.21  2.03  0.125
C  -4.08  0.01  1.68  -0.037
S  -5.85  -0.69  -2.11  -0.035
C  0.12  -4.77  2.59  -0.033
C  1.85  0.08  3.92  -0.037
C  0.37  -3.72  -0.85  -0.122
As  -3.89  -1.34  -2.59  -0.533
C  1.83  5.14  -2.02  -0.023
N  1.59  0.31  2.51  -0.135
N  4.06  5.47  -2.92  -0.431
Ru  -0.96  -0.85  -1.26  0.916
C  -3.44  0.32  0.51  -0.162
O  1.27  0.28  -2.40  -0.045
N  0.01  -2.56  -0.25  -0.088

***

[6]
The following is a DFT calculation (ωB97M-V/def2-TZVPD) of the molecule FH5N3OP.

Computed properties:
Structure (SMILES) ... NP(N)(=O)NF
ΔE to the lowest compared entry with this formula, charge and spin ... 0.7 kcal per mole
E ... -683.7186 a.u.
LUMO ... 0.0211 Eh

Each line ends with the natural charge from an NBO analysis.
CARTESIAN COORDINATES (ANGSTROEM)
H  -0.72  -0.33  -2.29  0.426
O  -1.15  -1.85  -0.02  -1.079
H  -1.59  1.24  0.53  0.391
N  -0.91  0.59  0.96  -1.184
P  -0.35  -0.62  -0.06  2.235
N  -0.10  -0.04  -1.55  -1.201
F  2.36  -0.11  0.02  -0.259
H  -0.06  0.99  -1.47  0.401
N  1.30  -0.76  0.73  -0.477
H  1.48  -1.68  0.61  0.338
H  -1.50  0.05  1.62  0.408

***

These records have F_max values of 4.5; 5.6; 4.7; 11.2; 0.5; 3.8 eV/Å, in the order they appear.